A structure of composition C30H46BrCdN3P2 at a distorted geometry, computed with the ωB97M-V functional and the def2-TZVPD basis.

```
83
Properties=species:S:1:pos:R:3:forces:R:3
N 4.39221 -5.29119 6.79031 0.3 -0.2 0.5
C 3.33454 -4.56025 7.10558 -0.1 0.3 -0.8
C 2.70144 -3.74295 6.17139 0.0 0.3 -0.5
C 3.19542 -3.66206 4.84194 1.1 -0.4 0.4
C 4.27129 -4.53005 4.52072 -0.4 0.3 0.5
C 4.85110 -5.28686 5.55153 -0.3 0.3 -1.1
C 2.52720 -2.79608 3.87109 -0.6 0.2 0.1
Cd 0.60046 -1.14150 0.33908 -0.2 1.8 -0.4
P -1.69216 -1.75702 -3.83945 -1.2 -0.4 -2.5
C 2.61469 -2.79647 2.49520 1.1 -0.1 -0.6
C 1.35869 -2.92242 1.73149 -0.8 1.0 1.2
C 1.10182 -3.94800 0.74748 -0.4 0.0 0.1
C -0.11658 -4.64884 0.87457 0.5 0.2 0.0
C -1.20466 -4.17688 1.64856 0.6 1.1 -0.1
C -1.04680 -3.00932 2.39550 0.0 0.5 -1.0
C 0.16604 -2.26072 2.29630 0.2 -1.8 1.0
Br -2.92759 -4.79841 1.21472 0.2 -0.3 0.5
H 1.79699 -2.12080 4.35256 -0.3 -1.0 -0.3
H 3.60110 -2.95598 1.99833 -1.0 -0.8 0.4
H 1.79917 -3.21905 6.47429 0.2 0.2 -0.1
H 4.61935 -4.64303 3.49989 0.1 0.2 0.1
H 2.99746 -4.60181 8.13211 -0.1 -0.1 0.0
H 5.70772 -5.92323 5.33198 -0.2 0.1 0.1
H 1.84838 -4.13198 -0.05829 -0.4 -0.7 1.2
H 0.31186 -1.46493 3.03936 0.0 -0.3 -0.4
H -0.25472 -5.65289 0.47333 0.1 0.5 -0.8
H -1.87110 -2.59155 2.97307 0.1 -0.1 -0.3
P 2.33135 0.20726 -1.01737 2.0 -0.3 -0.9
C -2.48549 -2.48507 -2.39750 0.0 0.1 0.6
C -3.69227 -3.32633 -2.81205 -0.2 -0.1 0.0
H -2.82184 -1.66204 -1.75809 0.1 -0.1 0.2
H -1.74981 -3.10572 -1.87551 -0.1 0.0 0.4
H -4.31351 -3.54345 -1.94307 -0.1 -0.1 0.0
H -4.30563 -2.79399 -3.55323 0.2 -0.2 0.3
H -3.37957 -4.27629 -3.25590 -0.1 0.1 0.0
C -0.10209 -2.61729 -4.08661 0.1 0.1 0.3
C 0.03891 -3.00731 -5.56162 -0.1 0.0 -0.2
H -0.13036 -3.51412 -3.45248 0.2 0.1 -0.1
H 0.71394 -1.96202 -3.75041 0.1 -0.4 -0.1
H 0.86701 -3.69343 -5.71335 0.2 -0.1 0.0
H -0.87902 -3.49714 -5.92356 0.3 0.2 0.2
H 0.20356 -2.13195 -6.20105 -0.1 -0.1 0.2
C -1.40796 0.01331 -3.57139 0.3 0.0 0.6
C -2.36557 0.89018 -4.38145 -0.1 0.2 -0.1
H -0.36636 0.21837 -3.83980 0.0 0.1 0.1
H -1.54664 0.17357 -2.49602 0.2 0.5 0.1
H -2.01263 1.92492 -4.39543 -0.1 0.0 0.0
H -2.46015 0.55549 -5.42133 0.2 0.0 0.3
H -3.37362 0.88038 -3.95783 0.1 0.0 0.0
C 2.38298 1.80872 -1.98026 -1.2 0.4 -0.1
C 3.59704 2.73202 -1.81944 0.3 0.2 0.2
H 1.44488 2.36066 -1.79003 0.5 -0.1 -0.3
H 2.34957 1.49025 -3.03497 -0.3 0.0 0.4
H 3.63389 3.27021 -0.86118 -0.1 -0.3 -0.3
H 4.56114 2.22511 -1.96970 -0.4 0.1 0.0
H 3.54180 3.49242 -2.60447 -0.1 -0.1 0.1
C 3.01104 -0.84313 -2.37477 -0.6 0.2 -0.2
C 3.62939 -2.19032 -2.05247 0.2 -0.1 -0.1
H 3.78521 -0.19569 -2.82327 -0.3 -0.2 0.0
H 2.17882 -0.94175 -3.09808 0.6 0.1 0.1
H 4.57208 -2.06692 -1.50973 -0.2 -0.1 0.0
H 2.97374 -2.86846 -1.49317 0.0 0.1 -0.1
H 3.87142 -2.66230 -3.01114 0.0 -0.1 0.3
C 3.84031 0.40530 0.01731 -0.5 -0.6 -0.1
C 3.55079 1.35932 1.15752 0.1 0.8 0.7
H 4.59677 0.80161 -0.66347 -0.1 -0.2 0.1
H 4.19118 -0.57886 0.36142 -0.1 0.3 -0.1
H 3.62501 0.83530 2.11320 -0.1 0.1 0.0
H 4.30227 2.16901 1.16612 -0.4 -0.3 0.2
H 2.54299 1.83112 1.09791 0.8 -0.3 0.1
N 0.56617 2.82315 0.85553 -0.2 -0.1 0.0
C -0.45538 2.33401 1.66836 0.3 -0.1 -0.1
C -0.94743 3.13250 2.72367 -0.2 -0.4 -0.2
C -2.08761 2.70211 3.38515 0.4 -0.2 -0.3
C -2.67987 1.50817 2.95173 0.0 -0.9 -0.3
C -2.02215 0.69596 2.02078 0.1 0.7 0.3
N -0.87714 1.08246 1.39440 -0.6 0.0 0.3
H 0.41986 2.60698 -0.13022 0.1 0.3 0.5
H 0.77526 3.79820 1.03871 0.0 -0.2 -0.3
H -0.45654 4.08331 2.94572 -0.2 -0.3 0.0
H -2.50276 3.27346 4.21623 0.0 -0.1 -0.4
H -3.64797 1.17596 3.32619 0.4 0.1 0.1
H -2.41636 -0.29578 1.75748 0.1 0.5 0.1
```
Positions in Å, forces in eV/Å.

Summary:
**E_LUMO (spin up / spin down)**: -7.17 / -7.17 eV
**Largest force on an atom**: 2.759 eV/A
**Net charge**: +2
**Energy above the lowest of the compared OMol25 structures with the same formula, charge and spin**: 278.5 kJ/mol
**E_tot**: -4758.7842 a.u.

How positive or negative is each atom? The Mulliken charges in e answer that:
1 N -0.52
2 C -0.40
3 C -0.49
4 C 0.66
5 C -0.34
6 C -0.38
7 C -0.22
8 Cd 0.57
9 P -0.23
10 C -0.74
11 C 0.69
12 C -0.45
13 C -0.51
14 C -0.26
15 C -0.72
16 C -0.63
17 Br -0.04
18 H 0.30
19 H 0.48
20 H 0.34
21 H 0.35
22 H 0.38
23 H 0.37
24 H 0.42
25 H 1.01
26 H 0.55
27 H 0.59
28 P 1.09
29 C 0.26
30 C -1.41
31 H 0.32
32 H -0.19
33 H 0.38
34 H 0.39
35 H 0.34
36 C 1.08
37 C -1.37
38 H 0.38
39 H -0.98
40 H 0.42
41 H 0.36
42 H 0.35
43 C 0.41
44 C -1.41
45 H 0.03
46 H -0.02
47 H 0.40
48 H 0.37
49 H 0.33
50 C -0.54
51 C -1.47
52 H 0.43
53 H 0.54
54 H 0.29
55 H 0.34
56 H 0.43
57 C -0.61
58 C -1.19
59 H 0.50
60 H 0.10
61 H 0.40
62 H 0.01
63 H 0.45
64 C -0.67
65 C -1.23
66 H 0.62
67 H 0.40
68 H 0.32
69 H 0.34
70 H 0.23
71 N -0.31
72 C 0.57
73 C -0.90
74 C -0.33
75 C -0.85
76 C -0.24
77 N 0.15
78 H 0.14
79 H 0.23
80 H 0.30
81 H 0.44
82 H 0.40
83 H 0.42



A cluster of 11 separate species, C6H33NO11 in total at a distorted geometry, computed with the ωB97M-V functional and the def2-TZVPD basis.

```
51
Properties=species:S:1:pos:R:3:forces:R:3
C -2.83162 1.29223 0.02240 -1.8 2.7 0.3
C -2.05469 0.38150 -0.89383 0.8 0.2 -1.0
C -1.17788 -0.58662 -0.03569 1.8 -0.5 -4.7
N 0.19284 0.04558 0.10333 0.1 -3.4 1.6
C 1.14348 -1.06113 0.68912 -2.1 1.6 0.7
C 2.56431 -0.54636 0.69068 0.4 -0.1 1.4
C 3.11482 -0.85766 -0.66129 2.6 3.1 1.1
O 3.85965 -0.03985 -1.19522 -0.4 -0.4 -0.3
H -3.86212 1.57611 -0.38257 1.4 -0.2 0.3
H -3.07425 0.87467 0.98336 -0.2 -1.0 0.3
H -2.36864 2.27765 0.40240 -0.2 -1.3 -1.3
H -1.48794 0.98489 -1.76156 -0.7 -1.4 2.3
H -2.69045 -0.26363 -1.52643 -0.2 0.4 0.6
H -1.57686 -0.87744 0.92449 -0.4 0.0 -0.2
H -1.16555 -1.59279 -0.69147 0.5 1.9 1.6
H 0.58293 0.37148 -0.76343 -0.4 0.0 -0.7
H 0.65309 -1.23712 1.64163 0.9 0.3 0.6
H 1.08878 -2.10985 0.32712 0.0 0.8 -1.1
H 2.81198 0.50938 1.00556 -1.1 -0.7 -1.0
H 3.14337 -0.96059 1.55548 -0.3 -0.8 -1.0
H 2.99655 -1.75074 -1.18183 -0.9 -2.0 -0.6
O 0.95837 -0.56602 3.78209 8.2 -1.4 1.4
H 0.12658 -0.35318 3.74233 -7.1 2.2 -0.4
H 1.36672 0.18546 4.25244 -0.1 -0.5 -0.5
O 0.84113 2.69860 -1.69807 1.4 -0.2 1.1
H 1.79978 2.61977 -1.29696 -1.6 0.1 -0.7
H 0.24447 2.80576 -0.93847 0.2 -0.1 -0.4
O -0.96853 -2.54087 3.30854 1.5 1.4 -1.4
H -1.01582 -1.61278 3.58209 -0.1 -0.6 0.0
H -1.57284 -2.96156 3.86037 -1.7 -1.3 1.3
O -3.78506 -2.11664 1.98666 -1.4 0.1 1.2
H -3.48875 -1.34223 2.45922 -0.1 0.4 0.6
H -3.15961 -2.14023 1.30390 1.3 -0.6 -1.7
O 0.65081 -2.80157 -2.89163 1.0 1.2 0.6
H 0.08157 -2.45268 -3.57323 -0.5 0.6 -0.5
H 0.45239 -3.70530 -2.81140 -0.4 -1.8 0.1
O 3.39009 2.53466 -0.87154 -1.3 -2.5 3.4
H 3.77080 2.85290 -1.61843 1.9 1.9 -3.5
H 3.72453 1.58094 -0.86468 -0.5 0.7 0.2
O -1.35161 0.22629 2.89653 0.3 -1.6 -0.5
H -1.72403 1.08701 2.79885 -0.3 0.9 -0.5
H -1.07106 -0.17438 2.02226 -0.5 1.5 1.4
O 1.20117 2.05043 2.30739 2.4 1.8 0.3
H 1.82079 2.20944 1.56035 -0.7 0.0 0.8
H 0.52541 1.54313 1.93388 -1.6 -1.5 -1.1
O -0.16865 1.60665 -3.95988 -0.7 -3.0 6.5
H 0.34803 1.89884 -3.10097 -1.2 -0.4 -1.6
H 0.11022 2.13377 -4.59636 2.0 3.7 -4.7
O -0.86101 -0.92535 -4.18096 5.0 1.5 2.3
H -0.45338 0.05038 -4.07236 -1.2 -2.3 -0.5
H -1.65427 -0.82093 -4.57424 -4.0 0.6 -2.0
```
Positions in Å, forces in eV/Å.

Summary:
**E_LUMO**: 0.35 eV
**Largest force on an atom**: 8.388 eV/A
**SMILES**: CCCNCCC=O.O.O.O.O.O.O.O.O.O.O
**Energy above the lowest of the compared OMol25 structures with the same formula, charge and spin**: 590.6 kJ/mol
**E_tot**: -1130.6729 a.u.

How positive or negative is each atom? The Mulliken charges in e answer that:
1 C -1.08
2 C 0.17
3 C -0.35
4 N 0.03
5 C -0.11
6 C -0.32
7 C -0.06
8 O -0.64
9 H 0.35
10 H 0.20
11 H 0.22
12 H -0.14
13 H 0.37
14 H 0.16
15 H 0.33
16 H 0.11
17 H -0.08
18 H 0.35
19 H 0.04
20 H 0.42
21 H 0.48
22 O -0.52
23 H 0.13
24 H 0.29
25 O -0.76
26 H 0.41
27 H 0.30
28 O -0.56
29 H 0.31
30 H 0.32
31 O -0.61
32 H 0.34
33 H 0.40
34 O -0.56
35 H 0.31
36 H 0.29
37 O -0.71
38 H 0.29
39 H 0.43
40 O -0.77
41 H 0.33
42 H -0.11
43 O -0.67
44 H 0.34
45 H 0.38
46 O -0.65
47 H 0.37
48 H 0.27
49 O -0.69
50 H 0.41
51 H 0.26



A cluster of 2 separate species, C3H11NO in total at a distorted geometry, computed with the ωB97M-V functional and the def2-TZVPD basis.

```
16
Properties=species:S:1:pos:R:3:forces:R:3
C -0.58443 -0.08015 -2.79288 -2.7 -3.3 -0.9
C -1.09290 -0.65581 -1.40251 3.3 0.8 1.3
O -0.85882 0.43311 -0.35820 -2.7 0.2 -2.1
C 0.23827 0.59862 0.44930 1.1 -1.6 1.4
H -0.70284 -0.84046 -3.73377 -0.1 1.4 2.4
H -1.17760 0.78889 -3.05189 0.4 0.3 0.1
H 0.45210 0.01608 -2.73516 1.6 0.9 0.2
H -0.43802 -1.50516 -1.02735 -0.7 0.7 -0.8
H -2.11861 -1.00330 -1.30865 -0.1 0.6 -0.2
H 0.07139 1.43508 1.23891 0.0 -1.5 -1.5
H 1.20547 0.76768 -0.05506 -0.3 0.4 -0.2
H 0.40648 -0.41392 0.94032 0.0 1.1 0.2
N 1.82650 -0.27169 3.56515 1.6 -0.5 -2.8
H 2.53001 0.35600 3.08470 -1.2 -0.8 1.1
H 1.30375 0.22271 4.22486 -0.8 1.1 1.1
H 1.18736 -0.56269 2.80906 0.4 0.2 0.7
```
Positions in Å, forces in eV/Å.

Summary:
**E_LUMO**: 0.92 eV
**Largest force on an atom**: 4.339 eV/A
**SMILES**: CCOC.N
**Energy above the lowest of the compared OMol25 structures with the same formula, charge and spin**: 200.2 kJ/mol
**E_tot**: -250.8204 a.u.

How positive or negative is each atom? The Mulliken charges in e answer that:
1 C -0.93
2 C -0.30
3 O -0.38
4 C -0.47
5 H 0.29
6 H 0.28
7 H 0.29
8 H 0.26
9 H 0.29
10 H 0.25
11 H 0.30
12 H 0.04
13 N -0.72
14 H 0.25
15 H 0.22
16 H 0.31